[1]
A cluster of 2 separate species, C3H3O2S in total at a distorted geometry. Source: the OMol25 dataset; level of theory: ωB97M-V/def2-TZVPD.

The geometry in XYZ format:
```
9
Properties=species:S:1:pos:R:3
C 2.193 0.018 -0.516
C 1.228 -0.471 0.070
C -0.548 -1.015 1.171
O -1.263 1.384 -0.513
O -1.968 -0.901 -1.113
S -1.803 -0.200 0.214
H 3.114 0.460 -0.483
H -0.447 1.069 -0.921
H -0.505 -0.345 2.091
```

Output
net charge: -1
relative energy (zero: lowest compared OMol25 entry of this formula, charge and spin): 6.6445 eV
max |F|: 3.45 eV/A
HOMO-LUMO gap: 8.34 eV

[2]
The ion C3H3O2S with charge +1 at a distorted geometry. Source: the OMol25 dataset; level of theory: ωB97M-V/def2-TZVPD.

The geometry in XYZ format:
```
9
Properties=species:S:1:pos:R:3
C -0.004 0.513 -0.960
C 1.437 -0.945 -0.043
C -0.812 0.190 0.417
O 1.117 -0.181 -1.024
O -1.781 0.965 0.775
S 0.289 -0.785 1.288
H -0.360 0.799 -1.924
H 2.484 -1.292 -0.061
H -2.371 0.733 1.531
```

Output
net charge: +1
relative energy (zero: lowest compared OMol25 entry of this formula, charge and spin): 1.3118 eV
max |F|: 7.26 eV/A
HOMO-LUMO gap: 8.80 eV

[3]
A structure of composition C3H3O2Tl at a distorted geometry. Source: the OMol25 dataset; level of theory: ωB97M-V/def2-TZVPD.

The geometry in XYZ format:
```
9
Properties=species:S:1:pos:R:3
C 0.121 0.621 -0.497
C -1.184 0.885 -0.591
H -1.545 1.744 -1.157
H 0.878 1.278 -0.926
H -1.918 0.274 -0.062
O -0.188 -1.369 0.776
C 0.629 -0.535 0.266
O 1.865 -0.678 0.535
Tl 1.341 -2.220 1.656
```

Output
net charge: +2
relative energy (zero: lowest compared OMol25 entry of this formula, charge and spin): 0.8945 eV
max |F|: 8.44 eV/A
HOMO-LUMO gap (spin up / spin down): 6.63 / 4.31 eV

[4]
A cluster of 2 separate species, C3H3O3 in total at a distorted geometry. Source: the OMol25 dataset; level of theory: ωB97M-V/def2-TZVPD.

The geometry in XYZ format:
```
9
Properties=species:S:1:pos:R:3
C -2.004 0.039 -0.219
C 1.335 0.366 0.084
C 1.016 -0.920 -0.382
O -2.595 -0.801 -0.819
O -1.857 1.033 0.361
O 1.492 -0.785 0.914
H 2.250 0.970 -0.001
H 0.605 0.991 0.587
H -0.242 -0.891 -0.524
```

Output
net charge: -1
relative energy (zero: lowest compared OMol25 entry of this formula, charge and spin): 4.6011 eV
max |F|: 4.88 eV/A
HOMO-LUMO gap (spin up / spin down): 5.40 / 5.40 eV

[5]
A cluster of 2 separate species, C3H3O3 in total at a distorted geometry. Source: the OMol25 dataset; level of theory: ωB97M-V/def2-TZVPD.

The geometry in XYZ format:
```
9
Properties=species:S:1:pos:R:3
C -1.964 -0.317 -0.748
C 2.405 -0.528 0.203
C -0.770 0.388 0.025
O 2.379 -1.371 -0.594
O -3.143 -0.002 -0.475
O 2.560 0.292 1.016
H -1.030 1.433 0.263
H 0.223 0.184 -0.656
H -0.661 -0.079 0.966
```

Output
net charge: -1
relative energy (zero: lowest compared OMol25 entry of this formula, charge and spin): 2.6859 eV
max |F|: 3.17 eV/A
HOMO-LUMO gap (spin up / spin down): 4.01 / 4.01 eV

[6]
The ion C3H3O3 with charge +1 at a distorted geometry. Source: the OMol25 dataset; level of theory: ωB97M-V/def2-TZVPD.

The geometry in XYZ format:
```
9
Properties=species:S:1:pos:R:3
C -0.500 0.577 -0.636
C 0.640 0.904 1.189
C -0.500 -0.652 -0.208
O 0.574 -0.266 1.363
O 0.106 1.438 0.076
O -0.761 -1.850 -0.164
H -0.943 1.030 -1.544
H 0.954 1.823 1.873
H -0.053 -2.458 -0.349
```

Output
net charge: +1
relative energy (zero: lowest compared OMol25 entry of this formula, charge and spin): 1.5862 eV
max |F|: 5.60 eV/A
HOMO-LUMO gap: 10.75 eV

[7]
The ion C3H3O3 with charge +1 at a distorted geometry. Source: the OMol25 dataset; level of theory: ωB97M-V/def2-TZVPD.

The geometry in XYZ format:
```
9
Properties=species:S:1:pos:R:3
C -0.204 0.545 -0.419
C 1.261 0.655 1.127
C -0.174 -0.696 0.091
O 0.648 1.315 0.190
O 0.843 -0.582 1.228
O -0.632 -1.889 -0.162
H -0.862 1.002 -1.195
H 2.006 0.968 1.849
H -1.137 -2.184 0.651
```

Output
net charge: +1
relative energy (zero: lowest compared OMol25 entry of this formula, charge and spin): 0.4254 eV
max |F|: 4.54 eV/A
HOMO-LUMO gap: 10.33 eV

[8]
The ion C3H3O3S with charge -1 at a distorted geometry. Source: the OMol25 dataset; level of theory: ωB97M-V/def2-TZVPD.

The geometry in XYZ format:
```
10
Properties=species:S:1:pos:R:3
O 2.792 0.143 0.115
C 1.897 -0.630 -0.228
O 1.856 -1.853 -0.286
C 0.508 0.028 -0.630
S 0.769 2.134 -0.272
C -0.784 -0.579 -0.333
O -0.287 -0.385 -1.639
H 2.008 1.725 0.020
H -0.793 -1.608 0.014
H -1.634 0.035 -0.064
```

Output
net charge: -1
relative energy (zero: lowest compared OMol25 entry of this formula, charge and spin): 1.2287 eV
SMILES: O=C([O-])[C@]1(S)CO1
max |F|: 3.51 eV/A
HOMO-LUMO gap: 8.27 eV

[9]
A structure of composition C3H3O3Sc at a distorted geometry. Source: the OMol25 dataset; level of theory: ωB97M-V/def2-TZVPD.

The geometry in XYZ format:
```
10
Properties=species:S:1:pos:R:3
O 0.705 -1.688 0.190
C 1.783 -1.467 -0.347
O 2.350 -0.444 -0.609
Sc 1.655 1.530 -0.287
C -0.073 0.194 0.643
C -1.347 0.523 0.224
H 0.124 0.315 1.716
H -1.909 1.288 0.772
O -1.922 0.162 -0.875
H -1.367 -0.413 -1.428
```

Output
net charge: +3
multiplicity: 2
relative energy (zero: lowest compared OMol25 entry of this formula, charge and spin): 0.0827 eV
⟨S²⟩: 0.7861
max |F|: 5.95 eV/A
HOMO-LUMO gap (spin up / spin down): 6.88 / 8.51 eV

[10]
A structure of composition C3H3O3Sm at a distorted geometry. Source: the OMol25 dataset; level of theory: ωB97M-V/def2-TZVPD.

The geometry in XYZ format:
```
10
Properties=species:S:1:pos:R:3
O -0.044 -0.497 0.001
C -0.592 -1.029 -1.195
O -0.355 -2.270 -1.196
C 0.708 1.545 0.876
H 1.713 1.150 1.031
H 0.484 2.559 1.203
C -0.272 0.798 0.383
O -1.135 -0.307 -1.998
Sm 0.804 -3.065 0.611
H -1.310 1.116 0.285
```

Output
net charge: +1
multiplicity: 7
relative energy (zero: lowest compared OMol25 entry of this formula, charge and spin): 0.0000 eV
⟨S²⟩: 12.0076
max |F|: 3.12 eV/A
HOMO-LUMO gap (spin up / spin down): 7.10 / 7.23 eV